DFT (wB97M-V/def2-TZVPD) results for a molecular structure, C16H31NP2SSn at a distorted geometry.

Summary:
- max |F| (eV/Å) = 4.853
- highest occupied orbital energy (spin up / spin down) (eV) = -12.794 / -12.793
- gap between HOMO and LUMO (spin up / spin down) (eV) = 4.244 / 3.849
- net charge = +2

Last column: natural (NBO) charge in e.
Cartesian coordinates (Å):
P1 0.368 -1.823 -1.520  1.615
P2 0.447 2.073 -0.928  1.528
C1 -0.138 -0.303 -2.307  -0.792
C2 0.876 0.819 -2.189  -0.749
H1 -1.180 0.093 -1.747  0.285
H2 -0.370 -0.525 -3.349  0.284
H3 1.891 0.429 -1.980  0.243
H4 0.905 1.355 -3.147  0.286
C3 -0.300 3.334 -2.018  -0.954
H5 -0.631 4.205 -1.434  0.273
H6 -1.149 2.948 -2.598  0.267
H7 0.480 3.655 -2.717  0.259
C4 1.806 2.853 -0.113  -1.002
H8 2.159 3.616 -0.826  0.299
H9 2.606 2.121 0.086  0.273
H10 1.462 3.332 0.813  0.299
C5 -0.695 -3.070 -2.336  -0.951
H11 -0.873 -3.897 -1.626  0.260
H12 -0.193 -3.451 -3.241  0.272
H13 -1.660 -2.610 -2.608  0.272
C6 2.023 -2.407 -1.769  -1.000
H14 2.762 -1.615 -1.879  0.278
H15 2.035 -3.009 -2.689  0.308
H16 2.317 -3.062 -0.941  0.289
Sn1 3.093 0.491 2.488  1.168
C7 -1.146 1.603 0.009  -0.459
C8 -1.992 0.808 -0.896  -0.418
C9 -3.125 0.020 -0.229  -0.404
C10 -2.838 -1.160 0.771  -0.524
C11 -1.825 -2.095 0.370  0.128
C12 -0.477 -1.730 0.104  -0.641
C13 0.173 -0.415 0.784  -0.411
C14 -0.619 0.792 1.255  -0.427
C15 2.063 -1.187 3.589  -1.147
H17 -1.586 2.546 0.345  0.266
H18 -2.408 1.485 -1.654  0.236
H19 -3.689 -0.433 -1.075  0.239
H20 -3.809 0.717 0.265  0.252
H21 -2.619 -0.774 1.789  0.278
H22 -3.791 -1.688 0.885  0.272
H23 -2.023 -3.172 0.499  0.240
H24 0.120 -2.602 0.473  0.285
H25 0.932 -0.047 0.049  0.165
H26 0.822 -0.729 1.599  0.275
H27 -1.418 0.506 1.943  0.244
H28 0.063 1.404 1.873  0.239
H29 2.976 -1.560 4.021  0.237
H30 1.581 -1.938 2.985  0.195
H31 1.398 -0.783 4.363  0.259
S1 1.053 1.623 6.779  0.005
C16 1.795 1.614 5.371  0.174
N1 2.349 1.642 4.305  -0.865

***

DFT (wB97M-V/def2-TZVPD) results for a molecular structure, C16H32As3N4RhSbSe5 at a distorted geometry.

Summary:
- max |F| (eV/Å) = 2.970
- highest occupied orbital energy (spin up / spin down) (eV) = -8.554 / -10.330
- expectation value of S² = 6.02
- gap between HOMO and LUMO (spin up / spin down) (eV) = 4.940 / 5.716
- spin multiplicity = 5
- net charge = +1

Last column: Löwdin spin population.
Cartesian coordinates (Å):
Rh1 -9.001 -5.438 -15.309  0.890
C1 -9.552 -3.859 -18.362  0.050
As1 -10.575 -5.111 -17.134  0.044
C2 -11.284 -6.698 -17.762  0.002
C3 -12.340 -4.343 -16.935  0.000
C4 -12.541 -3.011 -16.178  0.000
C5 -14.075 -2.911 -15.969  0.000
C6 -12.027 -2.976 -14.772  -0.001
As2 -10.114 -3.574 -14.405  0.002
C7 -9.211 -1.980 -15.203  0.003
C8 -10.227 -3.305 -12.412  -0.001
C9 -12.085 -1.790 -16.953  0.000
As3 -13.098 -0.119 -16.329  0.000
C10 -11.553 1.228 -16.366  0.000
C11 -13.828 0.775 -18.028  0.000
H1 -10.203 -2.956 -18.490  0.003
H2 -9.381 -4.349 -19.294  0.003
H3 -8.597 -3.683 -17.852  0.005
H4 -11.738 -6.785 -18.742  0.001
H5 -11.888 -7.053 -16.963  0.000
H6 -10.434 -7.379 -17.843  0.007
H7 -12.832 -5.120 -16.337  0.000
H8 -12.822 -4.304 -17.890  0.000
H9 -14.485 -3.838 -15.528  0.000
H10 -14.602 -2.720 -16.941  0.000
H11 -14.347 -2.152 -15.264  0.000
H12 -12.544 -3.668 -14.095  0.000
H13 -12.098 -1.968 -14.445  0.000
H14 -9.784 -1.063 -15.010  0.000
H15 -8.923 -2.133 -16.234  0.001
H16 -8.253 -2.047 -14.614  0.000
H17 -10.546 -2.311 -12.225  0.000
H18 -9.267 -3.506 -11.957  0.000
H19 -11.030 -3.993 -11.986  0.000
H20 -12.235 -1.907 -18.063  0.000
H21 -10.949 -1.610 -16.764  0.000
H22 -10.921 1.110 -15.466  0.000
H23 -12.032 2.230 -16.457  0.000
H24 -10.898 1.018 -17.285  0.000
H25 -14.823 0.426 -18.236  0.000
H26 -13.163 0.531 -18.883  0.000
H27 -13.910 1.863 -17.931  0.000
N1 -6.018 -6.611 -10.947  0.001
C12 -7.145 -6.807 -11.694  0.005
C13 -7.484 -6.104 -12.882  0.022
N2 -8.698 -6.331 -13.517  0.043
C14 -9.494 -7.285 -13.014  -0.001
C15 -9.067 -7.979 -11.870  0.002
N3 -7.912 -7.833 -11.250  -0.002
H28 -5.325 -5.894 -11.179  0.000
H29 -5.798 -7.244 -10.216  0.000
H30 -6.907 -5.266 -13.211  0.006
H31 -10.435 -7.523 -13.451  0.000
H32 -9.669 -8.827 -11.495  0.001
Se1 -8.370 -9.333 -15.326  0.395
C16 -7.485 -10.674 -16.294  0.045
N4 -7.010 -11.472 -17.013  0.066
Se2 -7.783 -8.298 -22.122  0.909
Sb1 -7.334 -9.498 -19.876  0.017
Se3 -9.777 -10.029 -19.554  0.956
Se4 -7.835 -7.175 -18.683  0.192
Se5 -7.460 -7.210 -16.347  0.332

***

DFT (wB97M-V/def2-TZVPD) results for a molecular structure, C16H32B3NO3 at a distorted geometry.

Summary:
- max |F| (eV/Å) = 1.582
- highest occupied orbital energy (eV) = -8.338
- gap between HOMO and LUMO (eV) = 8.924

Last column: natural (NBO) charge in e.
Cartesian coordinates (Å):
C1 2.593 -0.838 2.061  -0.606
C2 2.457 -1.010 0.546  -0.392
C3 3.715 -0.518 -0.203  -0.414
C4 3.383 0.168 -1.536  -0.386
C5 3.615 1.679 -1.563  -0.384
C6 2.856 2.496 -0.488  -0.411
C7 1.485 2.923 -0.987  -0.386
C8 0.515 3.383 0.114  -0.408
C9 0.329 2.358 1.229  -0.409
C10 -1.092 2.226 1.788  -0.373
C11 -2.198 2.203 0.729  -0.795
B1 -1.971 1.179 -0.422  1.166
O1 -2.418 1.489 -1.710  -0.890
B2 -3.104 0.379 -2.181  0.988
O2 -2.370 -0.776 -2.322  -0.885
B3 -1.304 -0.794 -1.430  1.189
C12 -0.077 -1.697 -1.790  -1.016
O3 -1.351 -0.046 -0.263  -0.907
H1 3.584 -1.177 2.348  0.202
H2 1.876 -1.485 2.557  0.203
H3 2.419 0.191 2.349  0.204
H4 1.598 -0.465 0.165  0.196
H5 2.285 -2.061 0.335  0.195
H6 4.271 0.161 0.433  0.198
H7 4.304 -1.405 -0.403  0.207
H8 2.370 -0.049 -1.866  0.190
H9 4.027 -0.252 -2.306  0.204
H10 3.288 2.037 -2.537  0.198
H11 4.674 1.898 -1.465  0.197
H12 2.811 1.906 0.423  0.195
H13 3.463 3.370 -0.267  0.203
H14 1.628 3.794 -1.625  0.203
H15 1.029 2.163 -1.619  0.189
H16 -0.419 3.656 -0.370  0.203
H17 0.929 4.303 0.518  0.200
H18 0.692 1.380 0.948  0.201
H19 0.955 2.672 2.061  0.208
H20 -1.276 2.976 2.551  0.200
H21 -1.129 1.271 2.313  0.202
H22 -2.334 3.207 0.342  0.234
H23 -3.135 1.963 1.235  0.251
H24 -4.273 0.410 -2.377  -0.101
H25 0.611 -1.079 -2.362  0.246
H26 0.402 -2.036 -0.875  0.238
H27 -0.373 -2.529 -2.414  0.247
N1 -2.944 -3.922 1.593  -0.505
C13 -3.962 -4.798 1.854  -0.076
C14 -4.979 -4.533 0.976  -0.308
C15 -4.556 -3.457 0.150  -0.294
C16 -3.296 -3.104 0.555  -0.079
H28 -2.072 -3.885 2.087  0.411
H29 -3.876 -5.530 2.638  0.210
H30 -5.921 -5.053 0.930  0.221
H31 -5.111 -2.995 -0.649  0.221
H32 -2.624 -2.345 0.198  0.204

***

Question: max |F| of number 2 (C16H32As3N4RhSbSe5)?
Answer: 2.970 eV/Å

***

Question: max |F| of number 1 (C16H31NP2SSn)?
Answer: 4.853 eV/Å

***

Question: max |F| of number 1 (C16H31NP2SSn)?
Answer: 4.853 eV/Å

***

Question: The highest max |F| belongs to which entry?
Answer: C16H31NP2SSn